Record 1
{
  "formula": "C5H13NO2",
  "method": "ωB97M-V/def2-TZVPD",
  "e_above_lowest_kcal_mol": 43.41,
  "spin_multiplicity": 1,
  "gap_ev": 10.30,
  "lumo_ev": 0.702,
  "max_force_ev_per_a": 1.7,
  "total_energy_ev": -10979.9964,
  "smiles": "CCNCCC=O.O",
  "species": ["C", "C", "N", "C", "C", "C", "O", "H", "H", "H", "H", "H", "H", "H", "H", "H", "H", "H", "O", "H", "H"],
  "xyz": [[0.2490, -2.1660, 0.1033], [-0.9232, -1.2544, -0.3532], [-1.0106, -0.0012, 0.4111], [-0.7582, 1.1872, -0.3755], [0.7469, 1.4680, -0.5726], [1.3266, 0.6293, -1.6796], [1.0935, 0.8628, -2.8411], [-0.1093, -2.9484, 0.7574], [0.7443, -2.6458, -0.7403], [1.0103, -1.5740, 0.6099], [-1.7964, -1.9015, -0.3152], [-0.7994, -1.0537, -1.4128], [-1.9623, -0.0100, 0.7669], [-1.2142, 2.0691, 0.0738], [-1.1824, 1.1438, -1.3944], [0.8901, 2.5396, -0.7110], [1.2886, 1.2469, 0.3513], [1.9332, -0.2575, -1.4063], [0.2541, 1.0294, 3.2606], [0.7272, 0.3745, 2.7418], [-0.5077, 1.2621, 2.7257]],
  "nbo_charge": [-0.62, -0.24, -0.65, -0.21, -0.53, 0.43, -0.52, 0.21, 0.21, 0.20, 0.20, 0.18, 0.37, 0.21, 0.18, 0.24, 0.21, 0.12, -0.94, 0.47, 0.47]
}


Record 2
{
  "formula": "C23H34B2Br2Cl7CsF6MgN2NaO13",
  "method": "ωB97M-V/def2-TZVPD",
  "charge": 1,
  "e_above_lowest_kcal_mol": 0.00,
  "spin_multiplicity": 1,
  "gap_ev": 1.21,
  "lumo_ev": -8.242,
  "max_force_ev_per_a": 17.0,
  "total_energy_ev": -309792.0783,
  "species": ["C", "C", "O", "N", "C", "C", "C", "C", "C", "C", "C", "B", "O", "O", "O", "C", "O", "O", "C", "F", "C", "C", "C", "C", "C", "N", "H", "H", "H", "H", "H", "H", "H", "H", "H", "H", "H", "H", "H", "H", "H", "H", "H", "H", "H", "H", "H", "H", "O", "Cl", "O", "O", "O", "Cs", "F", "Na", "B", "F", "F", "F", "F", "C", "Cl", "Cl", "Cl", "H", "Mg", "Br", "C", "C", "Br", "H", "H", "H", "H", "C", "Cl", "Cl", "Cl", "H", "C", "O", "C", "O", "O", "C", "H", "H", "H", "H", "H", "H"],
  "xyz": [[-2.8089, -3.3984, 0.8182], [-2.6798, -1.8725, 0.9309], [-2.3763, -1.4510, 2.0064], [-2.8748, -1.0042, -0.2018], [-3.1633, -1.7966, -1.4226], [-3.9940, -0.0702, 0.0903], [-3.6442, 1.3845, -0.2798], [-2.1632, 1.7880, -0.1741], [-1.9032, 2.6064, 1.0870], [-0.4783, 2.9713, 1.4930], [0.1432, 4.0633, 0.6734], [0.5062, 3.7219, -0.8100], [0.7363, 2.4073, -1.2851], [0.5861, 4.7543, -1.7251], [-0.7855, 3.5826, 2.8241], [-0.7146, 2.6237, 3.7485], [-0.9110, 2.7211, 4.9062], [-0.3082, 1.4191, 3.1224], [0.4772, 1.9077, 2.0954], [1.4898, 2.6323, 2.7258], [1.2103, 0.9230, 1.2379], [2.5245, 1.2057, 0.8696], [3.2755, 0.3172, 0.1326], [2.6572, -0.8621, -0.2475], [1.3456, -1.0120, 0.1459], [0.6076, -0.2086, 0.8816], [-2.4395, -3.8132, 1.7405], [-3.8442, -3.7108, 0.7131], [-2.2070, -3.8623, 0.0318], [-2.2833, -2.5075, -1.6008], [-4.0758, -2.3871, -1.3342], [-3.2405, -1.1729, -2.3513], [-4.2879, -0.1226, 1.1305], [-4.8666, -0.3658, -0.4898], [-4.0444, 1.6519, -1.2497], [-4.1930, 2.0030, 0.4278], [-1.9945, 2.4430, -1.0349], [-1.4720, 0.9535, -0.2722], [-2.4303, 3.5575, 1.0319], [-2.3675, 2.0488, 1.8982], [-0.6093, 4.8796, 0.6051], [1.0307, 4.4552, 1.1693], [-0.0538, 2.0360, -1.6812], [-0.1964, 4.7007, -2.2844], [2.9716, 2.1242, 1.2037], [4.3047, 0.5272, -0.1110], [3.1965, -1.6135, -0.8043], [0.8622, -1.9391, -0.1645], [-3.3712, -6.6218, 4.0996], [-2.2926, -6.9385, 3.2604], [-2.1308, -6.0282, 2.1523], [-2.2578, -8.2849, 2.8424], [-1.0140, -6.7040, 4.0809], [-0.9646, -1.8601, -2.0724], [-1.7309, 6.0099, 1.1884], [3.3847, -1.4493, -2.9133], [4.9231, -4.6021, -5.5086], [4.4651, -4.7615, -6.8028], [4.1259, -3.5653, -4.8754], [4.7422, -5.7638, -4.7518], [6.2522, -4.1882, -5.4773], [-7.0699, 1.1858, -2.8101], [-5.4644, 0.7921, -3.4749], [-8.0591, -0.2646, -2.7260], [-6.9463, 1.9558, -1.2373], [-7.5372, 1.8828, -3.4924], [0.5509, -6.0860, 3.2674], [0.3552, -9.2524, 5.4294], [-1.1473, -10.2737, 6.1503], [-2.1866, -9.3829, 6.7736], [-1.6148, -8.7114, 8.5024], [-0.7161, -10.9787, 6.8522], [-1.5612, -10.8105, 5.3004], [-3.0950, -9.9498, 6.9615], [-2.4204, -8.5170, 6.1638], [8.4192, -2.4377, -2.9976], [8.6047, -1.9302, -4.6587], [8.9337, -1.1718, -1.8765], [6.7389, -2.9090, -2.6702], [9.0333, -3.3117, -2.8297], [1.1260, 7.5109, -2.7919], [1.8002, 8.6378, -2.2238], [3.0409, 8.8085, -2.6656], [3.6084, 8.1114, -3.4682], [3.5532, 9.8821, -2.0692], [4.8952, 10.1880, -2.4548], [0.1350, 7.4847, -2.3495], [1.0375, 7.6309, -3.8716], [1.6497, 6.5940, -2.5561], [4.9508, 10.3965, -3.5211], [5.5647, 9.3694, -2.1990], [5.1756, 11.0751, -1.8959]],
  "lowdin_charge": [0.01, -0.48, 0.13, -0.17, -0.48, -0.13, -0.17, -0.16, -0.07, -0.27, 0.02, -0.59, 0.11, 0.15, 0.12, -0.51, 0.22, 0.14, -0.35, 0.08, -0.12, 0.04, -0.01, -0.09, -0.26, 0.18, 0.06, 0.11, 0.07, -0.35, 0.12, 0.06, 0.13, 0.10, 0.04, 0.11, 0.11, 0.07, 0.14, 0.14, 0.09, 0.15, 0.07, 0.12, 0.14, 0.13, 0.08, 0.02, -0.22, 0.70, -0.36, -0.25, -0.57, 1.66, -0.50, 0.73, -1.28, 0.13, 0.00, 0.09, 0.07, -1.52, 0.53, 0.55, 0.59, 0.02, 1.29, 0.63, -0.64, -0.69, 0.64, 0.06, 0.07, 0.07, 0.03, -1.53, 0.59, 0.52, 0.54, 0.02, -0.04, 0.02, -0.63, 0.12, 0.01, -0.04, 0.10, 0.10, 0.07, 0.10, 0.10, 0.09]
}


Record 3
{
  "formula": "C3H11NO4",
  "method": "ωB97M-V/def2-TZVPD",
  "e_above_lowest_kcal_mol": 227.20,
  "spin_multiplicity": 1,
  "gap_ev": 4.40,
  "lumo_ev": -4.932,
  "max_force_ev_per_a": 8.0,
  "total_energy_ev": -12961.2075,
  "species": ["O", "C", "C", "N", "C", "O", "H", "H", "H", "H", "H", "H", "H", "H", "H", "O", "H", "H", "O"],
  "xyz": [[0.5969, -1.2412, -0.7293], [0.3456, -0.1446, 0.1231], [-0.8058, -0.1353, 0.8148], [-1.8897, -1.0187, 0.5457], [-3.1560, -0.2336, 0.2020], [-3.0562, 0.5547, -0.8480], [1.0777, 0.6532, 0.0837], [-1.2425, 2.0069, -1.3765], [-1.1028, 0.6408, 1.5870], [-1.6223, -1.5826, -0.2058], [-3.8628, -1.0442, 0.1102], [-3.3541, 0.3330, 1.1697], [-0.8704, 2.6767, -1.5582], [1.6428, -1.2955, -0.7836], [3.8243, -1.4437, -0.9517], [3.1302, -0.9957, -0.6628], [3.9583, 1.2310, 1.1820], [3.2292, 0.1173, 0.3065], [3.1575, 0.9216, 0.9912]],
  "nbo_charge": [-0.57, 0.34, 0.03, -0.35, 0.07, -0.51, 0.28, 0.00, 0.25, 0.40, 0.15, 0.15, 0.00, 0.55, 0.45, -1.16, 0.45, 0.50, -1.04]
}


Record 4
{
  "formula": "C22H28N4O5S",
  "method": "ωB97M-V/def2-TZVPD",
  "e_above_lowest_kcal_mol": 22.83,
  "spin_multiplicity": 1,
  "gap_ev": 9.25,
  "lumo_ev": 0.607,
  "max_force_ev_per_a": 1.2,
  "total_energy_ev": -50302.9456,
  "smiles": "CCOc1ccccc1N(CC(=O)NC[C@H]1CCCO1)C(=O)CCC(=O)Nc1nccs1",
  "species": ["C", "C", "O", "C", "C", "C", "C", "C", "C", "N", "C", "C", "O", "N", "C", "C", "C", "C", "C", "O", "C", "O", "C", "C", "C", "O", "N", "C", "N", "C", "C", "S", "H", "H", "H", "H", "H", "H", "H", "H", "H", "H", "H", "H", "H", "H", "H", "H", "H", "H", "H", "H", "H", "H", "H", "H", "H", "H", "H", "H"],
  "xyz": [[2.1643, 4.6205, 1.5506], [2.3491, 3.4950, 2.5639], [1.7865, 2.2757, 2.1248], [0.4368, 2.1037, 2.1421], [-0.4919, 2.9641, 2.7137], [-1.8421, 2.6527, 2.6795], [-2.2861, 1.4923, 2.0759], [-1.3724, 0.6253, 1.4973], [-0.0238, 0.9271, 1.5235], [0.9335, 0.0319, 0.9716], [1.3368, -1.0717, 1.8213], [0.3400, -2.2359, 1.7810], [-0.1643, -2.6882, 2.7910], [0.1342, -2.7302, 0.5497], [-0.8313, -3.7685, 0.2983], [-2.1219, -3.2002, -0.3274], [-3.2408, -4.2483, -0.3263], [-3.8609, -4.0722, 1.0672], [-3.3682, -2.6820, 1.5176], [-2.6436, -2.1300, 0.4305], [1.5455, 0.2201, -0.2135], [2.4248, -0.5228, -0.6216], [1.0037, 1.3357, -1.0894], [-0.0106, 0.7127, -2.0657], [0.5395, -0.5779, -2.6135], [0.1592, -1.6726, -2.2567], [1.5294, -0.5078, -3.5643], [2.0956, 0.5662, -4.1827], [1.7660, 1.8039, -4.0599], [2.5248, 2.6071, -4.8454], [3.4612, 1.9816, -5.5974], [3.4135, 0.2788, -5.3225], [1.1099, 4.8417, 1.4021], [2.5928, 4.3275, 0.5952], [2.6663, 5.5170, 1.9033], [1.9472, 3.7789, 3.5441], [3.4128, 3.2710, 2.6807], [-0.1768, 3.8739, 3.2000], [-2.5474, 3.3321, 3.1347], [-3.3379, 1.2556, 2.0533], [-1.7052, -0.2887, 1.0295], [2.3077, -1.4252, 1.4608], [1.4275, -0.7272, 2.8540], [0.5035, -2.2586, -0.2650], [-1.0520, -4.2360, 1.2602], [-0.4022, -4.5069, -0.3834], [-1.8885, -2.7980, -1.3169], [-3.9676, -4.0102, -1.1027], [-2.8610, -5.2530, -0.4956], [-3.5115, -4.8415, 1.7538], [-4.9476, -4.1172, 1.0297], [-4.1854, -1.9921, 1.7395], [-2.7179, -2.7544, 2.3978], [1.8335, 1.7587, -1.6555], [0.5212, 2.1195, -0.5104], [-0.9360, 0.4786, -1.5360], [-0.2051, 1.4114, -2.8787], [1.9255, -1.4110, -3.8010], [2.3406, 3.6655, -4.8238], [4.1670, 2.4023, -6.2828]],
  "nbo_charge": [-0.64, -0.06, -0.51, 0.36, -0.32, -0.19, -0.23, -0.20, 0.07, -0.45, -0.31, 0.67, -0.64, -0.62, -0.26, 0.08, -0.43, -0.44, -0.09, -0.54, 0.70, -0.65, -0.48, -0.51, 0.73, -0.63, -0.62, 0.27, -0.51, -0.03, -0.45, 0.36, 0.21, 0.22, 0.22, 0.17, 0.20, 0.22, 0.21, 0.22, 0.27, 0.26, 0.23, 0.43, 0.23, 0.20, 0.21, 0.21, 0.21, 0.21, 0.21, 0.18, 0.20, 0.25, 0.23, 0.24, 0.26, 0.42, 0.21, 0.24]
}


Record 5
{
  "formula": "C22H20BBrGaN2O6S3",
  "method": "ωB97M-V/def2-TZVPD",
  "charge": -1,
  "e_above_lowest_kcal_mol": 8.79,
  "spin_multiplicity": 1,
  "gap_ev": 6.58,
  "lumo_ev": 2.077,
  "max_force_ev_per_a": 0.2,
  "total_energy_ev": -194009.3549,
  "species": ["Ga", "C", "C", "C", "C", "C", "Br", "N", "C", "H", "H", "H", "H", "H", "H", "N", "H", "H", "H", "O", "B", "O", "C", "C", "C", "C", "C", "C", "H", "H", "H", "H", "O", "S", "O", "O", "S", "C", "C", "O", "S", "C", "C", "C", "C", "C", "C", "C", "C", "H", "H", "H", "H", "H", "H", "H"],
  "xyz": [[-0.3056, -0.7469, 0.5087], [-2.9257, 1.9688, -4.0000], [-2.6548, 2.0996, -2.5297], [-1.8046, 3.0774, -2.0226], [-1.5561, 3.1455, -0.6672], [-2.1896, 2.2100, 0.1399], [-1.8739, 2.2604, 2.0183], [-2.9969, 1.2766, -0.2974], [-3.2147, 1.2246, -1.6124], [-3.1475, 2.9382, -4.4494], [-3.7698, 1.3046, -4.1849], [-2.0595, 1.5503, -4.5150], [-1.3238, 3.7791, -2.6946], [-0.8869, 3.8785, -0.2424], [-3.8737, 0.4315, -1.9498], [-0.3138, -3.7262, -1.5456], [0.3256, -3.6153, -0.7629], [-0.3566, -2.8029, -1.9707], [0.1737, -4.3185, -2.2099], [1.3238, -1.0772, 3.3558], [2.6521, -0.7270, 3.1497], [3.1570, 0.0183, 4.2160], [2.0767, 0.2075, 5.0424], [2.0066, 0.9266, 6.2106], [0.7619, 0.9742, 6.8429], [-0.3461, 0.3275, 6.3091], [-0.2623, -0.4003, 5.1202], [0.9693, -0.4422, 4.5127], [2.8723, 1.4395, 6.6058], [0.6587, 1.5329, 7.7638], [-1.2968, 0.3923, 6.8216], [-1.1155, -0.8975, 4.6811], [1.8572, -1.7976, 0.3275], [2.8775, -0.7848, 0.5801], [3.4151, -1.1246, 2.0941], [4.0658, -0.8624, -0.2090], [2.0418, 0.9802, 0.7649], [0.9367, -1.9645, -10.6779], [0.8359, -1.7215, -9.1890], [1.4660, -2.3405, -8.3795], [-0.3349, -0.4324, -8.7855], [-0.2640, -0.4210, -7.0210], [-1.0442, -1.3016, -6.2786], [-0.9993, -1.2746, -4.8974], [-0.1765, -0.3639, -4.2238], [0.6080, 0.5109, -4.9828], [0.5638, 0.4841, -6.3653], [-0.1628, -0.3087, -2.7958], [-0.1436, -0.2564, -1.5768], [1.9880, -2.0570, -10.9446], [0.4688, -1.1726, -11.2599], [0.4424, -2.9105, -10.9015], [-1.6885, -2.0061, -6.7893], [-1.6102, -1.9539, -4.3169], [1.2508, 1.2124, -4.4682], [1.1726, 1.1678, -6.9431]],
  "nbo_charge": [0.57, -0.63, -0.04, -0.16, -0.27, 0.15, 0.06, -0.43, 0.05, 0.21, 0.21, 0.24, 0.21, 0.23, 0.19, -1.08, 0.37, 0.37, 0.35, -0.63, 1.28, -0.65, 0.29, -0.27, -0.23, -0.22, -0.24, 0.23, 0.22, 0.21, 0.21, 0.24, -1.00, 2.16, -0.90, -0.93, -0.55, -0.72, 0.42, -0.54, 0.20, -0.23, -0.18, -0.20, -0.12, -0.15, -0.21, -0.14, -0.51, 0.24, 0.22, 0.24, 0.22, 0.23, 0.22, 0.22]
}


Record 6
{
  "formula": "C3H7NOS",
  "method": "ωB97M-V/def2-TZVPD",
  "s2": 2.0064,
  "e_above_lowest_kcal_mol": 123.89,
  "spin_multiplicity": 3,
  "gap_ev": [6.01, 7.38],
  "lumo_ev": [0.603, -1.987],
  "max_force_ev_per_a": 9.1,
  "total_energy_ev": -17588.3277,
  "species": ["C", "C", "C", "N", "O", "S", "H", "H", "H", "H", "H", "H", "H"],
  "xyz": [[-1.6789, 1.6868, -0.0997], [-1.2768, 0.3029, 0.2940], [-0.6714, 1.2317, -0.7493], [2.8730, -1.0138, -0.7079], [2.4190, 1.3363, 0.2870], [2.3889, -0.0805, 0.5767], [2.2205, -1.0879, -1.4764], [-2.2070, 2.5647, 0.1114], [-0.4823, 0.0637, 1.0269], [-1.9573, -0.4026, -0.0668], [-0.0213, 1.1657, -1.5466], [3.8019, -1.4027, -0.7873], [1.1400, -0.2955, 0.3259]],
  "nbo_charge": [-0.15, -0.56, -0.17, -1.09, -0.98, 1.27, 0.40, 0.20, 0.25, 0.25, 0.20, 0.41, -0.01]
}